Entry 1:
The molecule C4H5NO at a distorted geometry. Source: the OMol25 dataset; level of theory: the ωB97M-V functional and the def2-TZVPD basis.

Calculated values
Multiplicity: 1
SMILES: C[C@H]1O[C@H]1C#N
E_HOMO: -0.4086 Eh
Net charge: 0
Kohn-Sham gap: 0.4411 hartree

Positions of all 11 atoms, in Å:
O  0.750  0.789  1.080
N  -1.741  1.947  -1.097
C  0.769  -0.827  -0.809
C  -0.638  0.620  0.864
C  0.317  -0.468  0.581
C  -1.231  1.373  -0.233
H  1.863  -0.814  -0.846
H  0.424  -1.830  -1.078
H  0.392  -0.116  -1.550
H  0.349  -1.264  1.325
H  -1.254  0.591  1.763



Entry 2:
A structure of composition C11H14N2O5STi. Source: the OMol25 dataset; level of theory: the ωB97M-V functional and the def2-TZVPD basis.

Calculated values
Multiplicity: 3
E_HOMO (alpha / beta): -0.2311 / -0.3242 Eh
Net charge: 0
Kohn-Sham gap (alpha / beta): 0.2413 / 0.3216 hartree

Positions of all 34 atoms, in Å:
Ti  0.445  0.591  -0.617
S  0.009  1.050  -2.913
O  -0.215  -3.213  0.825
O  0.068  -1.374  -0.426
O  1.001  2.401  0.402
O  -1.694  1.099  -0.183
O  2.387  0.699  0.472
N  1.914  -0.872  -2.834
N  0.103  0.197  1.759
C  -1.884  1.526  1.182
C  0.491  -1.214  1.903
C  3.167  -1.389  -2.726
C  1.071  1.148  2.390
C  -1.318  0.424  2.049
C  4.237  -0.580  -2.548
C  2.768  1.335  -2.515
C  4.029  0.831  -2.464
C  1.635  0.483  -2.635
C  1.678  1.554  1.060
C  0.056  -2.039  0.688
H  1.120  -1.495  -2.867
H  2.575  2.396  -2.431
H  1.580  -1.256  1.923
H  -1.978  1.795  -0.788
H  -2.949  1.654  1.380
H  1.748  0.633  3.067
H  -1.484  0.651  3.108
H  5.227  -1.005  -2.477
H  3.242  -2.464  -2.804
H  0.100  -1.657  2.822
H  4.874  1.494  -2.340
H  -1.841  -0.505  1.818
H  -1.358  2.469  1.344
H  0.559  1.967  2.887



Entry 3:
A structure of composition C30H41ClInN3O4 at a distorted geometry. Source: the OMol25 dataset; level of theory: the ωB97M-V functional and the def2-TZVPD basis.

Calculated values
Multiplicity: 1
E_HOMO (alpha / beta): -0.2510 / -0.2510 Eh
Net charge: 0
Kohn-Sham gap (alpha / beta): 0.2607 / 0.2606 hartree

Positions of all 80 atoms, in Å:
In  -1.273  -0.773  0.441
Cl  -3.551  -0.726  1.035
O  1.261  -0.780  -2.653
O  1.715  -0.987  0.389
O  -0.664  -1.215  2.459
O  -0.505  -2.930  0.248
N  0.395  -4.786  -0.713
N  -1.326  -0.789  4.608
N  3.060  0.593  -0.606
C  -1.679  -0.681  -1.696
C  -0.562  1.099  -4.774
C  -0.687  -1.971  5.189
C  1.183  1.121  2.705
C  2.531  -0.659  -0.481
C  1.441  -5.446  -1.473
C  0.342  3.345  2.086
C  -0.435  2.370  -5.341
C  -2.073  0.110  5.508
C  -0.069  0.916  -3.493
C  -2.160  -2.124  -2.013
C  -2.521  0.354  -2.160
C  -1.360  -0.562  3.308
C  0.600  1.918  -2.826
C  3.685  0.929  -1.883
C  -0.594  -5.625  -0.038
C  0.363  -3.459  -0.514
C  0.957  3.850  3.268
C  0.091  -0.471  -2.892
C  -0.919  3.660  0.050
C  -0.318  4.193  1.156
C  -0.368  1.364  0.731
C  0.724  3.177  -3.395
C  1.769  1.648  3.843
C  0.390  1.899  1.822
C  1.661  3.015  4.128
C  -4.000  0.326  -2.026
C  0.215  3.411  -4.673
C  -0.943  2.251  -0.134
C  3.517  1.362  0.543
H  2.050  -6.101  -0.838
H  -1.409  4.290  -0.679
H  -0.820  2.549  -6.337
H  -2.981  -0.357  5.899
H  -1.379  -4.983  0.348
H  -0.116  -6.178  0.787
H  4.499  1.764  0.327
H  -1.439  -2.649  5.629
H  -2.136  1.318  -2.567
H  -0.315  5.254  1.367
H  -3.012  -2.024  -2.710
H  2.124  3.434  5.007
H  -0.122  -2.485  4.403
H  1.114  -2.838  -1.028
H  1.260  3.942  -2.834
H  -4.355  1.057  -1.290
H  1.038  -6.085  -2.266
H  -2.634  -2.605  -1.114
H  2.958  -1.375  -1.235
H  3.494  1.981  -2.133
H  -0.430  -1.240  -3.581
H  -4.477  0.697  -2.942
H  -2.035  0.239  2.964
H  0.866  4.933  3.452
H  2.327  0.990  4.508
H  -1.066  0.269  -5.280
H  4.779  0.777  -1.865
H  -0.020  -1.668  6.012
H  0.346  4.396  -5.129
H  -1.460  0.402  6.370
H  -4.446  -0.649  -1.795
H  -1.492  1.860  -0.990
H  2.095  -4.703  -1.932
H  3.223  0.265  -2.656
H  1.063  1.687  -1.872
H  3.569  0.745  1.440
H  -2.348  0.991  4.935
H  -1.377  -2.740  -2.497
H  -1.012  -6.358  -0.746
H  1.341  0.076  2.420
H  2.844  2.196  0.716



Entry 4:
A cluster of 4 separate species, C39H49BNO6P in total at a distorted geometry. Source: the OMol25 dataset; level of theory: the ωB97M-V functional and the def2-TZVPD basis.

Calculated values
Multiplicity: 1
SMILES: CCCCCCCC1=C(NCC)C(=O)c2cc(P(=O)(O)O)cc(B(O)CC)c2C1=O.c1ccccc1.c1ccccc1.c1ccccc1
E_HOMO: -0.3283 Eh
Net charge: 0
Kohn-Sham gap: 0.2946 hartree

Positions of all 97 atoms, in Å:
P  -1.632  2.782  -4.637
O  -2.501  -0.686  0.754
O  -1.964  4.224  -4.798
O  -0.819  1.262  2.303
O  -0.144  5.576  0.129
O  -2.952  1.836  -5.005
O  -0.368  2.272  -5.577
N  2.359  4.790  1.472
C  4.309  -2.923  1.381
C  -0.430  3.304  -0.685
C  1.107  2.675  1.832
C  -1.497  1.156  -2.234
C  -0.748  3.567  -2.076
C  2.842  -7.598  -2.047
C  -2.145  -2.872  5.043
C  0.196  4.426  0.213
C  -7.616  5.477  -5.879
C  2.028  5.910  2.373
C  -0.713  -1.944  -0.591
C  -1.970  -3.860  6.006
C  -5.432  5.105  -6.819
C  1.260  3.900  1.237
C  -1.283  2.464  -2.855
C  -2.901  -5.492  4.501
C  -0.634  1.990  -0.041
C  -1.193  0.871  -0.824
C  -2.347  -5.169  5.734
C  -3.071  -4.506  3.537
C  -2.691  -3.197  3.807
C  3.603  -0.052  2.527
C  2.238  0.598  3.064
C  4.426  -1.590  0.531
C  5.659  -3.121  2.217
C  3.560  -5.299  -2.031
C  -5.803  4.764  -4.465
C  1.553  -7.194  -1.710
C  -6.764  5.471  -6.976
C  3.850  -6.648  -2.203
C  -0.888  -2.923  0.661
C  2.069  5.565  3.912
C  -0.197  1.872  1.473
C  2.271  -4.899  -1.706
C  1.278  -5.843  -1.542
C  -4.951  4.750  -5.563
C  3.371  -0.531  1.039
C  -7.136  5.125  -4.623
C  2.208  2.153  2.816
B  -1.472  -0.589  -0.211
H  -1.541  -3.608  6.968
H  0.768  -7.930  -1.578
H  4.856  -6.959  -2.459
H  0.275  -5.522  -1.285
H  2.352  -0.988  0.910
H  2.044  -3.846  -1.578
H  -0.332  -3.887  0.523
H  -4.768  5.096  -7.676
H  -1.854  -1.850  5.255
H  3.465  -2.816  2.108
H  3.062  -8.650  -2.185
H  3.802  -0.947  3.181
H  5.472  -1.198  0.450
H  4.465  0.664  2.601
H  2.822  6.695  2.205
H  2.174  0.395  4.168
H  -3.167  -0.026  0.482
H  3.089  5.227  4.221
H  -2.822  -2.428  3.054
H  -2.208  -5.940  6.484
H  -7.800  5.133  -3.767
H  2.135  2.727  3.783
H  4.124  -1.865  -0.524
H  3.223  2.417  2.401
H  0.360  -1.821  -0.879
H  1.739  6.481  4.472
H  -1.915  0.370  -2.912
H  -5.427  4.493  -3.485
H  4.093  -3.827  0.756
H  3.440  0.361  0.350
H  1.053  6.405  2.139
H  4.340  -4.556  -2.152
H  -1.232  -2.470  -1.444
H  -8.656  5.756  -6.002
H  -2.958  1.703  -5.972
H  1.277  4.788  4.105
H  1.416  0.025  2.576
H  5.552  -2.636  3.226
H  6.505  -2.655  1.644
H  -3.911  4.462  -5.440
H  3.210  4.300  1.737
H  -0.557  4.594  -2.453
H  -3.201  -6.512  4.292
H  5.839  -4.218  2.339
H  0.383  2.892  -5.492
H  -3.499  -4.758  2.574
H  -1.959  -3.169  0.860
H  -0.514  -2.403  1.588
H  -7.137  5.752  -7.954



Entry 5:
A cluster of 18 separate species, C53H149N7O25 in total at a distorted geometry. Source: the OMol25 dataset; level of theory: the ωB97M-V functional and the def2-TZVPD basis.

Calculated values
Multiplicity: 2
E_HOMO (alpha / beta): -0.3507 / -0.3507 Eh
Net charge: +1
Kohn-Sham gap (alpha / beta): 0.2541 / 0.0600 hartree

Positions of all 234 atoms, in Å:
O  -15.983  2.549  -10.465
O  -15.057  -0.958  -11.168
O  -10.962  0.315  -0.621
O  -11.571  1.833  -9.351
O  -11.261  8.088  -6.252
O  -10.709  -1.005  -5.659
O  -14.942  0.366  -6.370
O  -9.816  6.975  -9.368
O  -16.636  -2.358  -9.434
O  -13.633  7.010  -6.932
O  -15.525  0.233  -1.879
O  -17.758  5.769  -12.165
O  -13.002  2.359  3.025
O  -18.082  1.322  -3.646
O  -6.940  2.382  1.030
O  -21.818  -8.140  -5.903
O  -12.990  -4.284  -8.658
O  -8.831  3.862  -5.695
O  -17.798  -3.648  -5.160
O  -7.352  3.103  -10.649
O  -12.707  4.627  -1.870
O  -5.542  2.291  -3.601
O  -6.119  7.891  -3.304
O  -17.253  4.241  -6.875
O  -5.794  -2.001  -5.865
N  -8.957  -0.614  1.600
N  -5.890  -0.879  -3.274
N  -20.189  -5.798  -5.367
N  -11.923  1.632  -6.017
N  -13.750  2.911  0.073
N  -17.906  6.527  -8.467
N  -12.748  6.630  -9.718
C  -14.247  -0.522  -7.176
C  -16.743  -3.816  -9.639
C  -9.028  5.856  -9.749
C  -18.721  6.002  -7.359
C  -6.782  2.045  -10.023
C  -17.343  6.165  -10.857
C  -6.890  0.144  -3.363
C  -6.314  1.474  -2.697
C  -13.520  7.820  -9.246
C  -20.384  -8.134  -6.097
C  -18.619  4.536  -6.877
C  -14.598  2.311  -0.936
C  -10.542  7.594  -10.451
C  -6.789  -2.507  -5.003
C  -10.448  6.898  -6.228
C  -10.370  -0.983  1.222
C  -5.566  3.657  -3.454
C  -11.276  0.531  -1.978
C  -14.246  3.575  1.340
C  -5.598  2.736  1.107
C  -20.035  -4.368  -5.716
C  -7.089  1.033  1.432
C  -18.667  -3.907  -6.235
C  -19.827  -6.729  -6.463
C  -13.168  3.561  2.457
C  -18.468  6.296  -9.802
C  -8.582  0.691  1.117
C  -18.419  0.151  -4.289
C  -6.069  -2.286  -7.183
C  -14.313  0.724  -5.198
C  -6.308  -2.293  -3.614
C  -14.701  2.606  -9.989
C  -11.293  4.691  -2.053
C  -11.836  6.838  -10.884
C  -16.876  2.898  -6.658
C  -10.683  -1.413  -7.026
C  -13.712  -1.240  -10.740
C  -22.369  -9.262  -5.253
C  -14.413  6.243  -6.049
C  -14.960  0.821  -0.676
C  -12.033  -5.343  -8.499
C  -11.782  2.372  3.850
C  -9.624  2.819  -6.229
C  -13.278  1.855  -5.348
C  -14.359  7.527  -7.965
C  -7.548  3.956  -6.406
C  -10.765  -1.061  -0.222
C  -6.808  6.849  -4.048
C  -16.439  -3.990  -5.470
C  -15.475  -1.234  -1.753
C  -16.824  5.002  -12.919
C  -11.073  2.777  -5.683
C  -11.388  2.953  -10.169
H  -5.033  4.287  -4.167
H  -7.693  -0.259  -2.746
H  -14.549  4.603  1.143
H  -12.122  -0.121  -2.195
H  -7.295  0.411  -4.339
H  -16.328  4.211  -12.357
H  -14.501  -0.471  -8.235
H  -11.701  1.518  -2.159
H  -13.098  4.183  -1.114
H  -6.479  0.445  0.746
H  -17.094  2.221  -7.483
H  -6.040  6.285  -4.579
H  -5.219  -2.047  -7.823
H  -11.688  -1.634  -0.306
H  -15.096  -0.244  -11.809
H  -10.707  4.995  -1.186
H  -19.716  6.419  -7.203
H  -10.961  2.801  3.276
H  -17.496  2.465  -5.873
H  -6.267  -3.350  -7.309
H  -12.233  3.937  2.043
H  -13.143  -1.514  -11.628
H  -20.058  -8.911  -6.790
H  -9.136  1.377  1.758
H  -18.789  -6.822  -6.780
H  -9.889  -1.359  -0.798
H  -11.500  -5.022  -7.605
H  -15.149  6.866  -8.321
H  -16.479  5.568  -10.563
H  -17.263  4.636  -13.847
H  -14.207  3.572  -9.880
H  -11.875  1.792  -7.014
H  -11.248  -2.343  -7.090
H  -7.239  2.024  -2.522
H  -13.858  2.670  -5.780
H  -12.993  2.266  0.253
H  -14.421  -1.462  -1.593
H  -10.567  -1.964  1.653
H  -12.045  2.884  4.775
H  -6.866  -1.645  -7.560
H  -17.623  1.019  -2.859
H  -16.059  -1.441  -0.856
H  -12.939  2.011  -4.324
H  -5.933  1.497  -1.677
H  -6.272  2.393  -9.125
H  -13.441  -4.067  -7.838
H  -22.221  -10.235  -5.722
H  -7.040  3.023  -6.648
H  -13.171  -0.348  -7.154
H  -14.002  5.237  -5.960
H  -11.081  1.153  -9.819
H  -6.691  3.426  -11.266
H  -22.041  -9.299  -4.215
H  -10.857  6.170  -6.928
H  -14.856  8.484  -7.807
H  -19.905  -8.466  -5.176
H  -17.774  -4.163  -9.709
H  -16.194  -4.116  -10.531
H  -12.187  6.472  -8.893
H  -11.325  -5.554  -9.300
H  -20.775  -4.209  -6.500
H  -10.968  -0.084  -5.577
H  -5.392  -2.841  -3.392
H  -6.812  0.795  2.459
H  -8.752  0.818  0.047
H  -11.621  3.693  -5.901
H  -20.313  -3.703  -4.898
H  -5.149  2.767  2.100
H  -12.145  7.797  -6.015
H  -6.851  4.445  -5.726
H  -12.783  8.599  -9.052
H  -9.069  1.892  -6.089
H  -18.799  -3.046  -6.890
H  -20.381  -6.329  -7.312
H  -23.459  -9.279  -5.219
H  -15.495  2.842  -1.253
H  -7.790  -2.100  -5.142
H  -11.100  5.358  -2.893
H  -15.851  -3.793  -4.573
H  -16.530  2.512  -9.677
H  -5.598  3.763  0.741
H  -9.266  5.519  -10.759
H  -7.597  1.348  -9.823
H  -13.487  4.157  3.312
H  -14.227  8.200  -9.984
H  -7.361  7.351  -4.841
H  -10.976  -0.357  1.877
H  -13.723  -0.030  -4.678
H  -14.100  0.242  -0.341
H  -14.083  2.408  -1.891
H  -18.126  6.549  -6.627
H  -15.926  2.938  -6.124
H  -17.125  5.893  -8.384
H  -5.089  -0.585  -3.815
H  -10.356  3.303  -10.173
H  -15.849  -1.773  -2.624
H  -19.206  -0.428  -3.806
H  -19.033  5.364  -9.795
H  -7.639  4.410  -7.393
H  -8.278  -1.296  1.293
H  -16.182  -4.293  -8.836
H  -11.616  2.654  -11.193
H  -11.552  5.810  -11.110
H  -19.014  3.895  -7.666
H  -14.557  -1.524  -6.877
H  -17.003  7.188  -11.019
H  -7.044  -2.687  -2.913
H  -14.153  6.755  -5.122
H  -7.940  5.918  -9.716
H  -10.951  2.775  -4.600
H  -15.051  2.980  1.773
H  -9.683  -1.514  -7.447
H  -16.007  5.667  -13.200
H  -7.479  6.275  -3.410
H  -16.059  -3.345  -6.261
H  -19.196  7.050  -10.100
H  -18.234  -4.655  -6.899
H  -11.126  -0.797  -7.809
H  -9.945  7.666  -11.360
H  -12.379  7.396  -11.647
H  -14.716  2.039  -9.058
H  -11.649  1.301  4.007
H  -21.157  -6.023  -5.187
H  -16.108  -1.981  -10.141
H  -9.538  7.265  -6.703
H  -12.483  -6.281  -8.174
H  -10.398  0.389  -2.608
H  -18.705  0.473  -5.290
H  -13.147  -0.574  -10.088
H  -6.018  1.489  -10.566
H  -6.618  3.921  -3.349
H  -17.490  -0.419  -4.277
H  -9.721  2.826  -7.314
H  -15.472  6.062  -6.232
H  -13.583  -2.193  -10.226
H  -15.661  0.780  0.157
H  -10.266  6.568  -5.205
H  -11.882  3.856  -9.812
H  -16.223  -4.996  -5.830
H  -15.093  1.026  -4.499
H  -6.850  -3.594  -4.946
H  -11.011  3.650  -2.208
H  -10.710  8.638  -10.184
H  -9.295  5.051  -9.064
H  -6.220  8.763  -3.693
H  -5.032  2.086  0.439
H  -19.118  4.420  -5.916
H  -13.972  2.035  -10.564
H  -5.155  3.910  -2.476